1.
This record from the Open Molecules 2025 dataset describes a molecular structure, C21H14Cl5CoIN4O3 in a non-equilibrium geometry. The level of theory is wB97M-V/def2-TZVPD.

Calculated values
**Gap between HOMO and LUMO (alpha / beta)**: 6.31 / 6.31 eV
**LUMO energy (alpha / beta)**: -4.7 / -4.7 eV
**Net charge**: +1
**Relative energy (zero: lowest compared OMol25 entry of this formula, charge and spin)**: 69.5 kJ/mol

Element x y z (Å)
Co: -0.017 -0.376 0.219
O: 1.784 1.444 -4.451
C: 1.312 0.211 -4.694
C: 1.439 -0.266 -5.999
C: 0.994 -1.526 -6.324
C: 0.402 -2.355 -5.365
C: 0.257 -1.888 -4.082
C: 0.701 -0.603 -3.722
C: 0.529 -0.167 -2.348
O: -0.204 -0.901 -1.543
N: 1.073 0.958 -1.918
N: 0.751 1.082 -0.597
C: 0.873 2.164 0.071
C: 0.414 2.060 1.462
C: 0.491 3.067 2.396
C: 0.084 2.788 3.699
C: -0.397 1.529 4.008
C: -0.470 0.572 3.003
N: -0.077 0.837 1.763
H: 1.703 1.637 -3.500
H: 1.902 0.379 -6.733
H: 1.112 -1.881 -7.340
H: 0.068 -3.348 -5.629
H: -0.190 -2.507 -3.316
H: 1.271 3.069 -0.371
H: 0.882 4.036 2.121
H: 0.149 3.552 4.462
H: -0.721 1.280 5.008
H: -0.861 -0.420 3.178
Cl: 3.010 0.564 1.701
C: 2.773 -1.017 1.038
C: 1.553 -1.452 0.507
C: 1.512 -2.787 0.081
Cl: 0.064 -3.535 -0.512
C: 2.629 -3.627 0.130
Cl: 2.537 -5.245 -0.431
C: 3.832 -3.154 0.635
Cl: 5.209 -4.170 0.695
C: 3.898 -1.851 1.106
Cl: 5.374 -1.279 1.767
N: -2.681 -2.169 -0.711
C: -2.312 -2.178 0.554
O: -1.473 -1.357 1.008
C: -2.948 -3.150 1.489
I: -4.555 -2.174 2.493
H: -2.187 -1.577 -1.367
H: -3.361 -2.823 -1.062
H: -2.230 -3.443 2.246
H: -3.354 -4.018 0.981

---

2.
This record from the Open Molecules 2025 dataset describes a molecular structure, C21H14ClF5NO4PSSm in a non-equilibrium geometry. The level of theory is wB97M-V/def2-TZVPD.

Calculated values
**2S+1**: 6
**Gap between HOMO and LUMO (alpha / beta)**: 8.18 / 8.37 eV
**⟨S²⟩**: 8.76
**LUMO energy (alpha / beta)**: 2.3 / 2.5 eV
**Net charge**: -1
**Relative energy (zero: lowest compared OMol25 entry of this formula, charge and spin)**: 63.6 kJ/mol

Element x y z (Å)
Sm: 12.185 11.553 7.536
O: 13.723 12.896 10.328
Cl: 12.890 11.734 10.459
O: 12.892 11.144 11.766
O: 11.513 12.005 10.042
O: 13.398 10.784 9.448
C: 8.360 7.185 11.228
C: 9.359 6.773 10.409
C: 9.685 7.625 9.292
C: 8.995 8.820 9.035
C: 7.997 9.248 9.971
C: 7.706 8.405 11.032
P: 9.508 9.790 7.612
C: 7.889 9.986 6.760
C: 6.993 8.861 6.794
C: 5.854 8.856 6.031
C: 5.557 9.946 5.241
C: 6.326 11.110 5.236
C: 7.540 11.093 5.947
C: 10.518 8.817 6.530
C: 10.170 7.573 6.008
C: 11.030 6.916 5.122
C: 12.249 7.503 4.815
C: 12.610 8.716 5.463
C: 11.749 9.399 6.289
H: 7.814 6.600 11.890
H: 9.778 5.804 10.418
H: 10.553 7.211 8.643
H: 7.472 10.125 9.902
H: 6.945 8.596 11.800
H: 7.263 7.982 7.401
H: 5.276 7.920 6.081
H: 4.689 9.852 4.650
H: 6.086 12.012 4.622
H: 8.187 11.953 5.896
H: 9.180 7.125 6.362
H: 10.700 5.948 4.734
H: 12.950 7.054 4.085
H: 13.556 9.096 5.111
F: 11.562 14.539 7.713
C: 11.006 13.652 6.818
F: 9.992 13.086 7.608
C: 10.371 14.445 5.726
F: 9.230 15.168 6.107
F: 9.900 13.667 4.744
F: 11.258 15.345 5.269
S: 16.390 12.864 5.054
C: 15.086 12.331 5.798
N: 14.144 11.973 6.412

---

Computed energy (hartree) in order:
-5234.636497 -3521.219084